Entry 1:
This record from the Open Molecules 2025 dataset describes C4H4N2S in the gas phase. The level of theory is wB97M-V/def2-TZVPD.

```
11
C4H4N2S (wB97M-V/def2-TZVPD)
N -2.024 -0.689 -0.112
H 2.237 -1.340 -0.061
C -0.857 -0.111 -0.019
H 2.029 1.637 -0.204
H -0.462 2.101 0.020
H -0.287 -2.044 0.406
C 1.273 0.839 0.032
C 1.450 -0.585 0.044
S -3.494 0.127 0.012
C -0.089 1.172 -0.029
N 0.222 -1.108 -0.090
```

Calculated values
SMILES   S=Nc1ccc[nH]1
Calculated total energy   -662.40544 Ha
Largest force on an atom   5.91 eV Å⁻¹
ΔE to the lowest compared entry with this formula, charge and spin   75.42 kcal per mole
LUMO level   -1.57 eV
Kohn-Sham gap   6.46 eV

***

Entry 2:
This record from the Open Molecules 2025 dataset describes a 2-piece molecular cluster, C4H15N2OS overall. The level of theory is wB97M-V/def2-TZVPD.

```
23
C4H15N2OS (wB97M-V/def2-TZVPD)
H 1.534 -0.230 1.024
C -0.706 -0.187 0.773
N 0.982 -1.007 -0.823
H -1.985 -2.243 -1.089
H -3.061 -0.342 2.078
H -0.374 1.498 2.052
C 0.888 1.344 -0.475
H 2.969 1.691 -0.531
H -0.498 0.007 3.006
O -1.397 -1.993 -1.801
H 0.096 -1.092 -1.381
H -1.364 0.333 0.092
H -1.048 -1.230 0.791
H 0.137 1.380 -1.300
H -1.741 -2.317 -2.650
C 0.768 0.075 0.298
H 1.386 -1.918 -0.574
H 0.598 2.219 0.110
N 2.187 1.400 -1.103
S -2.572 0.757 2.698
C -0.827 0.491 2.093
H 2.258 2.003 -1.916
H 1.771 -0.640 -1.372
```

Calculated values
Calculated total energy   -744.09126 Ha
Largest force on an atom   4.04 eV Å⁻¹
Total charge   +1
ΔE to the lowest compared entry with this formula, charge and spin   13.87 kcal per mole
LUMO level   -2.91 eV
Kohn-Sham gap   9.09 eV

***

Entry 3:
This record from the Open Molecules 2025 dataset describes C21H42Ca2F18O21P3 as an isolated structure. The level of theory is wB97M-V/def2-TZVPD.

```
107
C21H42Ca2F18O21P3 (wB97M-V/def2-TZVPD)
H -2.701 -2.313 -2.104
H -3.396 1.512 -2.668
F -4.954 5.183 -0.093
C -3.377 0.601 -3.264
F 4.171 -2.995 -2.633
H -1.594 4.702 -3.613
C 1.575 3.007 6.394
C -1.398 -3.863 -0.607
C 2.460 1.568 -4.520
H -0.561 -0.581 5.763
H 1.546 0.990 -4.642
C -1.409 4.362 -2.600
H 2.621 3.177 6.150
F -0.412 0.953 -1.780
F -0.206 -0.291 1.176
F 1.002 1.213 -0.017
O -2.568 0.843 -4.415
O 3.711 0.455 -1.515
H 4.501 -5.238 2.600
H -0.665 1.562 -7.381
F 2.256 -3.544 -3.873
O -0.711 0.664 -5.556
F -1.258 1.527 0.245
O -0.684 -3.396 -1.481
H -2.893 -0.123 -2.606
H -3.720 -0.030 0.880
F 1.858 -5.213 -2.395
H 4.178 -0.252 0.370
C -4.296 -0.240 1.784
H -2.302 1.345 -6.808
H 0.285 -2.778 2.008
C 0.192 4.506 -0.924
C 1.983 -4.178 3.470
O -0.175 4.890 -2.121
H 3.049 -5.797 1.732
H -2.248 4.682 -1.980
O 1.151 -3.776 4.226
H -4.361 0.205 -3.492
H 2.296 5.555 0.987
H 1.618 -1.670 2.269
H -5.009 -1.027 1.560
H 2.767 -0.940 -0.354
H 2.995 4.075 0.358
H 1.007 -4.558 -0.070
F -5.329 2.933 -0.152
P -4.647 3.971 0.872
Ca 0.525 -2.213 -2.947
O -1.065 -0.746 -3.907
F -3.875 4.929 1.948
F 2.163 -3.055 -1.690
O 2.782 -5.202 3.736
H 0.350 -6.013 -0.696
C -0.784 -0.038 4.847
H 3.145 1.274 -5.323
O 3.137 1.450 -3.278
O -3.489 -0.708 2.865
C 1.351 -2.639 1.837
P 3.079 -4.187 -2.577
C 2.910 0.370 -2.546
O 1.927 1.933 4.043
P -0.310 0.315 -0.289
H 0.466 -5.818 1.093
H 1.453 4.073 1.247
O 0.161 2.995 3.163
C 2.055 4.601 0.510
O -0.524 3.899 -0.149
F 0.641 -0.880 -0.904
O 1.458 4.804 -0.744
H 1.526 0.791 2.390
H 3.715 -6.821 3.019
H -4.010 -2.099 -0.973
H -4.838 0.663 2.056
O 2.158 -0.519 -2.878
O -1.033 -4.740 0.278
H 1.426 1.994 6.759
Ca -1.769 3.243 1.858
H -1.036 0.970 5.190
H -1.273 2.602 -6.120
H 4.299 -1.489 -0.968
O -2.670 -3.583 -0.423
H 1.504 -2.501 0.766
O -2.108 1.064 2.776
C 3.577 -5.801 2.681
C 0.271 -5.330 0.147
F 3.894 -5.139 -3.496
H -1.412 3.270 -2.574
F -1.595 -0.597 -0.592
H 0.135 0.008 4.264
H 1.305 3.749 7.138
C 3.788 -0.622 -0.571
F -3.193 3.770 0.065
F -4.169 2.694 1.766
C -3.356 -2.844 -1.413
C -2.450 -0.009 3.234
F 3.762 -4.685 -1.226
H 2.241 2.621 -4.693
O 2.291 -3.587 2.298
C -1.289 1.575 -6.489
O -1.816 -0.697 4.159
C -1.437 0.192 -4.576
F -5.992 4.091 1.691
O 0.681 3.213 5.289
H -3.919 -3.522 -2.059
H 2.481 2.251 2.029
C 2.324 1.445 2.734
H 3.200 0.839 2.935
C 0.882 2.718 4.104
```

Calculated values
Calculated total energy   -6583.16869 Ha
Largest force on an atom   2.22 eV Å⁻¹
Total charge   +1
ΔE to the lowest compared entry with this formula, charge and spin   0.00 kcal per mole
LUMO level   -2.16 eV
Kohn-Sham gap   10.47 eV

***

Entry 4:
This record from the Open Molecules 2025 dataset describes CH5NdO2 as an isolated structure. The level of theory is wB97M-V/def2-TZVPD.

```
9
CH5NdO2 (wB97M-V/def2-TZVPD)
O 0.151 -1.246 1.491
H -0.892 -1.093 -0.816
H 0.083 -0.047 -1.702
H 0.934 -1.668 1.128
H 0.273 -0.111 1.398
C -0.625 -0.021 -0.849
O 0.004 1.024 0.184
Nd 1.690 2.757 0.255
H -1.617 0.407 -1.088
```

Calculated values
Calculated total energy   -752.77561 Ha
Largest force on an atom   4.43 eV Å⁻¹
Multiplicity   4
LUMO level (alpha / beta)   -0.58 / -0.36 eV
Kohn-Sham gap (alpha / beta)   5.94 / 6.10 eV